[1]
DFT (ωB97M-V/def2-TZVPD) results for a cluster of 11 separate species, C38H72O18S3 in total.

XYZ file:
```
131
Properties=species:S:1:pos:R:3:forces:R:3
C -13.3502 -18.7467 -6.9744 -1.1285 1.7305 1.2612
C -13.8832 -18.5516 -5.5285 2.7477 -0.5415 0.1609
C -15.3225 -18.3387 -5.2671 0.0984 0.3954 -2.1453
O -15.5777 -19.2343 -4.1946 -3.3981 2.7898 0.0438
C -14.5637 -19.9881 -3.9416 1.2450 -2.3911 -0.5200
O -14.5419 -20.8477 -3.1146 0.3048 0.3248 0.1668
O -13.6557 -19.7895 -4.9108 1.0418 -2.0252 1.0421
H -12.2612 -18.7197 -6.9375 -0.1381 -0.2090 -0.2691
H -13.7554 -17.8655 -7.4719 0.4105 0.0962 -0.6698
H -13.7805 -19.6322 -7.4423 0.2010 -0.0738 0.2339
H -13.2643 -17.9313 -4.8803 0.2240 1.0744 -0.7079
H -15.7046 -18.6068 -6.2521 -1.4275 -0.8358 0.3806
H -15.5904 -17.2846 -5.1943 -0.1437 -0.1973 1.1016
C -8.6816 -18.6856 -4.6848 -1.1603 -0.5619 -0.1668
C -9.2597 -18.6574 -3.2862 1.1297 -0.2310 0.5130
C -8.9902 -17.3876 -2.4756 0.7813 -1.5585 -0.0221
O -10.1568 -17.3156 -1.6828 1.4000 2.0413 1.2059
C -11.0523 -18.2047 -2.0241 -2.6515 -0.1010 0.5809
O -12.0760 -18.3603 -1.3848 1.7322 -0.3165 -1.8079
O -10.6502 -18.7774 -3.1813 -2.4444 -0.3907 -0.8453
H -9.0907 -17.8845 -5.3004 0.1838 0.2277 0.0624
H -9.0358 -19.6120 -5.1371 0.1731 -0.0817 -0.1886
H -7.5922 -18.6967 -4.7188 -0.0980 0.1714 0.2744
H -9.0019 -19.5559 -2.7257 1.2619 0.0668 -0.0046
H -8.7702 -16.5331 -3.1155 -0.4983 0.3001 0.2663
H -8.1451 -17.6156 -1.8261 0.0836 0.5440 0.0726
C -12.7821 -13.1649 -4.9322 -0.2759 -1.4817 0.2336
C -12.1870 -14.4863 -4.3270 -2.6233 0.8335 0.4613
O -12.7107 -15.0397 -3.3788 0.1697 0.4244 -0.0209
C -11.1093 -15.1833 -5.0355 1.1587 -0.5883 -0.2517
H -13.7879 -12.9352 -4.5803 0.2266 -0.1296 1.0393
H -13.0662 -13.4826 -5.9355 0.8002 0.3542 -0.5525
H -12.1562 -12.2733 -4.8945 0.0983 -0.3870 -0.2798
H -10.7031 -15.9171 -4.3394 0.5811 0.4627 0.2968
H -10.4080 -14.4520 -5.4374 0.3216 -0.3344 -0.0955
H -11.4209 -15.8842 -5.8100 -0.6002 0.5803 -0.5100
C -13.0972 -9.9223 -2.3933 0.3488 0.7664 0.6038
C -13.7378 -9.3058 -3.6185 -1.8697 1.6793 -0.0303
O -14.8939 -8.8971 -3.6416 0.4075 -1.0998 0.6541
C -12.9105 -8.9004 -4.8136 0.4869 -0.9128 0.8215
H -13.0285 -9.1656 -1.6116 -0.1090 0.9041 -0.2299
H -12.0360 -10.1422 -2.5101 -0.2606 -0.7947 -0.2511
H -13.6949 -10.5949 -1.7782 -0.0385 -0.7312 -0.8355
H -12.8997 -7.8113 -4.8581 0.3578 -0.0352 0.2201
H -13.3806 -9.2263 -5.7415 0.1450 -0.3309 0.1401
H -11.9581 -9.3811 -4.5901 0.5228 0.4736 -1.0310
C -16.3242 -18.8231 -0.4572 -0.1626 0.3120 -0.6624
C -15.8016 -17.4056 -0.4459 -0.6186 4.0936 1.6606
O -15.5837 -16.7397 0.5862 -0.3215 -2.2423 -1.5835
C -15.6327 -16.5401 -1.7717 0.8307 -1.6106 0.7705
H -16.7446 -19.2324 0.4615 1.0392 0.3335 0.4993
H -15.5048 -19.3790 -0.9129 -0.1648 -0.6637 0.2038
H -17.2019 -18.9478 -1.0914 0.2487 0.4181 -0.7502
H -15.0693 -15.6210 -1.6106 -0.3239 -0.0281 0.6667
H -16.5768 -16.2997 -2.2605 0.0370 -0.4296 -0.1022
H -14.9302 -17.1159 -2.3742 -0.4201 -0.1606 -0.7401
C -8.2548 -9.4284 -4.6414 -0.3295 0.3034 0.5890
C -8.4975 -10.0943 -3.2678 1.6913 -0.1557 -0.7097
O -9.6190 -10.2765 -2.9022 -0.7720 -0.4250 0.6086
C -7.2473 -10.3700 -2.3331 -0.8873 1.1335 -0.9527
H -7.8002 -8.4541 -4.4614 0.5234 -0.0593 0.0245
H -9.2067 -9.1629 -5.1011 -0.1628 -0.4438 0.0838
H -7.6595 -9.9989 -5.3543 0.1543 -0.0407 0.2517
H -7.4604 -9.6792 -1.5173 0.1728 -0.1711 0.3536
H -6.3405 -10.0034 -2.8142 0.0165 -0.1728 -0.0632
H -7.0783 -11.3717 -1.9381 -0.4856 -0.0023 -0.2373
C -7.8109 -14.3837 -8.1373 0.1848 -0.8106 -1.5100
C -7.3616 -13.1444 -7.4572 -1.3004 0.8453 -1.1810
O -7.4841 -12.0762 -8.0469 0.4290 -0.5881 0.5811
C -6.9746 -13.1970 -6.0427 0.5608 0.7134 0.8629
H -7.1589 -15.2524 -8.0466 0.0140 0.0041 0.4971
H -7.8413 -14.1818 -9.2080 -0.0159 0.1207 -0.0480
H -8.8314 -14.6903 -7.9074 0.0087 0.1009 0.5178
H -6.0480 -13.7417 -5.8618 -0.0477 -0.1649 -0.0907
H -7.7693 -13.6427 -5.4445 -0.0111 -0.1020 0.0020
H -6.8311 -12.1550 -5.7568 0.0646 -0.1305 0.3709
C -11.2887 -9.5171 -8.1522 0.1548 2.1954 0.6278
C -11.2625 -10.9516 -8.0189 -1.1806 -2.0946 1.8391
O -11.6603 -11.3910 -6.9329 0.8676 -0.4550 -1.5997
C -10.8688 -11.7875 -9.2081 -0.0710 0.7335 0.2365
H -11.6567 -9.1233 -7.2048 -0.0187 0.0048 -0.0482
H -11.9622 -9.1317 -8.9176 0.4715 -0.0716 -0.4135
H -10.2598 -9.1619 -8.2092 0.0208 0.3126 -0.6858
H -9.7944 -11.7126 -9.3757 0.1688 -0.1954 0.2020
H -11.2979 -11.2173 -10.0320 -0.1794 -0.5170 -0.4375
H -11.2013 -12.8241 -9.1529 0.0417 0.1882 -0.0115
C -16.1598 -11.6647 -6.3899 -1.8600 -1.8448 0.0915
C -15.0292 -11.6803 -7.3995 -0.0986 1.2387 -0.1703
C -15.3910 -12.5431 -8.6088 0.1993 -0.8549 1.4095
S -16.3103 -14.0456 -7.7988 1.1642 2.6793 -2.1983
O -15.4261 -14.8978 -7.0730 0.7074 -0.6912 0.6886
O -17.1830 -14.5946 -8.8095 -0.1059 -0.1936 0.5269
C -17.1477 -12.8734 -6.7607 0.7420 -0.0689 0.4791
H -16.8366 -10.8106 -6.4163 0.4617 0.2982 -0.1453
H -15.7570 -11.7260 -5.3789 -0.3192 -0.2345 0.0248
H -14.0919 -11.9087 -6.8921 -0.0621 -0.4944 -0.4155
H -14.9258 -10.6290 -7.6682 0.3302 0.0284 -0.5556
H -14.4864 -12.7714 -9.1724 -0.3513 -0.4765 -0.1795
H -16.1622 -12.0762 -9.2215 0.1072 -0.1189 -0.1015
H -17.5544 -13.4216 -5.9110 -0.3145 0.2561 -0.0923
H -17.8732 -12.6055 -7.5288 -0.5487 0.5205 0.6834
C -10.6567 -19.3850 -12.5651 1.9933 0.0360 1.9297
C -11.4227 -19.7175 -11.2172 0.0392 0.2049 -2.4480
C -11.4660 -18.4464 -10.4009 0.6300 0.2851 0.1733
S -9.8615 -17.5304 -10.7138 -0.7724 0.3270 -0.2998
O -8.9632 -17.7074 -9.5591 -0.9824 0.7007 -1.2226
O -10.2295 -16.1592 -11.2407 1.3083 -3.4280 1.1119
C -9.3096 -18.7810 -12.0152 -1.1518 1.4516 -1.1534
H -11.0262 -18.6283 -13.2572 -0.8053 -0.0945 0.4071
H -10.4208 -20.2735 -13.1507 -0.1515 -0.0846 0.1276
H -10.8771 -20.5287 -10.7349 -0.0398 0.1074 0.1064
H -12.3882 -20.0936 -11.5553 -0.2955 0.0915 0.7037
H -11.4708 -18.6639 -9.3328 -0.2088 0.3350 -0.0329
H -12.2573 -17.7690 -10.7219 0.0265 -0.0453 0.2248
H -8.5796 -19.4753 -11.5990 -0.2400 0.1785 0.1690
H -8.9186 -18.1829 -12.8383 0.6423 -0.0069 0.2796
C -11.0939 -12.9324 -0.5859 0.6801 0.1521 0.7760
C -12.5397 -13.3268 0.0048 1.1866 0.2442 -2.4545
C -12.6266 -12.9540 1.4260 -0.3660 0.0878 2.2844
S -11.3462 -11.8190 1.8357 2.3086 0.3786 -0.0420
O -10.8132 -11.9961 3.1617 -0.3068 -0.6207 0.2136
O -11.7027 -10.4651 1.5159 -0.3969 0.2034 -0.8698
C -10.1291 -12.4812 0.6055 -1.9586 -0.6553 -0.8439
H -11.1404 -12.1634 -1.3570 -0.3704 0.2745 0.3198
H -10.6705 -13.7781 -1.1278 0.0740 -0.2022 0.3264
H -12.7418 -14.3848 -0.1624 0.1145 0.0491 0.1343
H -13.1831 -12.7845 -0.6880 -0.5686 0.0118 0.5755
H -12.4083 -13.7398 2.1492 0.1384 -0.5735 -0.3968
H -13.5355 -12.5401 1.8627 -0.2626 0.2554 -0.6109
H -9.6678 -13.4066 0.9502 -0.0101 0.2811 0.6468
H -9.3655 -11.7269 0.4154 -0.3111 0.0341 -0.2036
```
Forces are in eV/Å.

Results
E_tot in eV: -109928.7548
E_HOMO in Ha: -0.32126
2S+1: 1
E_LUMO in Ha: 0.0015
Gap between HOMO and LUMO in eV: 8.8
Energy above the lowest of the compared OMol25 structures with the same formula, charge and spin in kcal/mol: 0.0

These are the Löwdin partial charges, in e, on atoms 1 to 2:
1. C 0.0021
2. C -0.3442


[2]
DFT (ωB97M-V/def2-TZVPD) results for an isolated molecule of C7H5F2NO.

XYZ file:
```
16
Properties=species:S:1:pos:R:3:forces:R:3
C 2.2659 -0.4411 -0.1537 -0.1758 0.0250 -0.0541
C -1.6155 0.8608 0.5011 -0.1783 -0.6306 -0.1198
C -0.5216 1.7963 0.3902 0.7931 0.1100 -0.1726
C -1.4567 -0.4413 0.2685 0.1018 0.0699 0.0436
C 0.6546 1.3827 -0.0757 -0.4507 0.4333 0.1536
C 0.9307 -0.0199 -0.5379 -0.2623 -0.0258 -0.2109
C -0.1133 -1.0462 -0.0387 -0.2805 0.0863 0.4890
N 3.3166 -0.7620 0.1510 0.6914 -0.1949 0.1563
O -0.1567 -2.0579 -0.9691 0.1373 -0.0997 -0.2867
F 1.6758 2.2360 -0.2446 -0.0869 -0.2517 0.0086
F 0.3391 -1.6028 1.1730 -0.0371 0.2198 -0.2387
H -2.5820 1.2547 0.7737 -0.1308 -0.0326 0.0311
H -0.6699 2.8257 0.6716 0.1039 0.1418 -0.0320
H -2.2686 -1.1451 0.3671 -0.1324 -0.0655 0.0017
H 0.8925 -0.0481 -1.6381 -0.0947 0.0863 0.1662
H -0.6908 -2.7917 -0.6384 0.0020 0.1282 0.0646
```
Forces are in eV/Å.

Results
E_tot in eV: -16311.3222
E_HOMO in Ha: -0.34730
2S+1: 1
E_LUMO in Ha: 0.0046
Gap between HOMO and LUMO in eV: 9.6
Energy above the lowest of the compared OMol25 structures with the same formula, charge and spin in kcal/mol: 12.3

These are the natural (NBO) partial charges, in e, on atoms 1 to 2:
1. C 0.2922
2. C -0.1725


[3]
DFT (ωB97M-V/def2-TZVPD) results for the ion C6H10N3S with charge +1.

XYZ file:
```
20
Properties=species:S:1:pos:R:3:forces:R:3
C 2.1892 -1.3783 -0.6251 0.7448 -0.9792 -2.1942
C 1.3512 -2.3510 -1.1526 1.8577 0.4940 1.3062
C 1.5475 -0.2028 -0.1784 -0.3038 -0.7621 0.2780
C 0.1837 -0.4498 -0.0895 -2.9600 0.4387 0.2712
C -1.1088 0.3554 0.3950 -0.5569 -0.8301 -2.8876
C 2.3923 1.0042 0.0330 0.7206 -0.9147 -1.1293
N -0.9561 1.1606 1.4038 -0.8983 0.9799 1.1064
N -2.3351 0.2691 -0.2075 1.7015 -1.9448 -2.0625
N -3.4794 1.0016 0.2236 0.0141 -0.5692 -0.0083
S -0.1983 -2.0190 -0.7296 -2.0483 0.4061 0.1310
H 3.2717 -1.4789 -0.8348 -0.7112 0.4280 0.4473
H 1.6561 -3.2841 -1.5950 -0.0932 -0.0522 -0.0476
H 1.7449 1.8206 0.2534 0.1694 0.9706 0.6471
H 3.1730 0.6962 0.7618 -0.5376 0.9271 -0.1914
H 2.9131 1.1991 -0.9583 -0.5637 -0.0324 1.2611
H -0.1959 0.8110 1.9223 1.1004 0.6110 1.3303
H -2.4424 -0.4228 -1.0358 0.3968 1.7030 1.9579
H -3.7801 0.5182 1.0796 -0.5336 0.3018 -0.5642
H -4.2376 0.9854 -0.5189 1.4920 -0.1265 1.2738
H -1.6889 1.7654 1.8531 1.0094 -1.0488 -0.9252
```
Forces are in eV/Å.

Results
E_tot in eV: -21681.8302
E_HOMO in Ha: -0.47236
2S+1: 1
E_LUMO in Ha: -0.1313
Net charge: +1
Gap between HOMO and LUMO in eV: 9.3
Energy above the lowest of the compared OMol25 structures with the same formula, charge and spin in kcal/mol: 26.0

These are the natural (NBO) partial charges, in e, on atoms 1 to 2:
1. C -0.2440
2. C -0.3982


Which value of E_HOMO does entry 2 give?
-0.34730 Ha